Entry from OMol25: a molecular structure, C5H11N3S in a non-equilibrium geometry (ωB97M-V/def2-TZVPD).

## Properties
E_HOMO   -18.91 eV
Total charge   +2
Gap between HOMO and LUMO   9.7 eV

Last column: Mulliken charge in e.
Element x y z (Å)
C: -1.13 0.02 -0.01  0.607
C: 1.05 -1.21 0.08  0.758
C: -2.49 0.70 -0.18  -1.235
C: 1.51 -2.48 0.48  -0.997
C: -0.11 2.27 -0.26  -0.616
N: 1.20 0.04 -0.09  -0.047
N: -0.84 -1.25 0.06  -0.337
N: -0.05 0.82 -0.09  0.011
S: 2.65 1.12 0.00  0.048
H: -2.72 1.34 0.63  0.424
H: -3.34 -0.11 -0.06  0.370
H: -2.48 1.16 -1.14  0.383
H: 0.96 -2.74 1.36  0.356
H: 2.51 -2.33 0.93  0.350
H: 1.61 -3.44 -0.14  0.376
H: 0.77 2.84 -0.13  0.361
H: -0.81 2.44 0.58  0.341
H: -0.44 2.50 -1.33  0.292
H: -1.45 -2.03 -0.14  0.284
H: 3.60 0.34 -0.56  0.271